Density functional theory data (ωB97M-V with the def2-TZVPD basis set) for a single C6H8ClN molecule.

Properties
highest occupied orbital energy = -0.306 Eh
SMILES = Cl/C=C\C=C\[C@@H]1CN1
M = 129.59 Da
HOMO-LUMO gap = 8.887 eV
relative energy (zero: lowest compared OMol25 entry of this formula, charge and spin) = 418.3 kJ/mol

Last column: natural (NBO) charge in e.
Geometry (Å):
C 2.29 -0.76 0.89  -0.2974
H 3.28 -1.37 1.49  0.1983
N 3.01 0.35 0.02  -0.6365
C 0.69 -0.07 -0.63  -0.1479
Cl -2.40 -0.96 -0.04  -0.0566
H 1.03 1.99 0.08  0.2530
H 1.56 -0.50 1.77  0.2269
C -2.19 0.74 0.30  -0.1940
H -1.48 2.41 0.24  0.2242
C -1.11 1.39 0.06  -0.2616
H 4.09 0.12 0.00  0.3800
C 0.27 1.18 -0.24  -0.2623
H -3.12 1.19 0.79  0.2237
H 2.45 -1.16 -1.36  0.2200
C 2.04 -0.48 -0.67  -0.0970
H 0.03 -0.87 -0.83  0.2272



Density functional theory data (ωB97M-V with the def2-TZVPD basis set) for a single Cl3O2PS molecule.

Properties
highest occupied orbital energy (alpha / beta) = -0.369 / -0.369 Eh
M = 201.40 Da
HOMO-LUMO gap (alpha / beta) = 8.434 / 8.435 eV
relative energy (zero: lowest compared OMol25 entry of this formula, charge and spin) = 145.5 kJ/mol

Last column: natural (NBO) charge in e.
Geometry (Å):
Cl -1.18 -1.70 -1.18  -0.1279
O -0.46 -0.19 1.92  -1.0566
O 1.34 -0.73 -1.92  -0.8564
Cl -1.62 1.36 -0.09  -0.2271
Cl 1.26 2.00 1.14  -0.1727
P 0.00 0.55 0.76  1.4542
S 0.66 -1.29 -0.63  0.9866